{"formula": "C37H43N5O2P2ReS", "method": "wB97M-V/def2-TZVPD", "orbital_gap_ev": [4.5, 4.5], "relative_energy_ev": 0.244, "largest_force_ev_per_a": 0.62, "total_charge": 4, "lumo_energy_ev": [-13.8, -13.7], "homo_ev": [-18.27, -18.27], "multiplicity": 2, "elements": ["Re", "C", "N", "P", "C", "C", "C", "C", "C", "C", "C", "C", "C", "C", "C", "C", "P", "C", "C", "C", "C", "C", "C", "C", "C", "C", "C", "C", "C", "H", "H", "H", "H", "H", "H", "H", "H", "H", "H", "H", "H", "H", "H", "H", "H", "H", "H", "H", "H", "H", "H", "H", "C", "N", "C", "C", "S", "N", "C", "C", "H", "H", "H", "H", "H", "H", "H", "H", "H", "H", "H", "H", "O", "C", "N", "C", "O", "C", "C", "C", "C", "N", "C", "H", "H", "H", "H", "H", "H", "H", "H"], "positions_angstrom": [[0.349, -0.107, -0.639], [-0.618, -1.393, 3.496], [-0.377, -0.848, 2.129], [0.944, 0.095, 1.666], [2.420, -0.673, 2.267], [3.545, 0.112, 2.555], [4.691, -0.490, 3.049], [4.724, -1.864, 3.251], [3.611, -2.653, 2.963], [2.463, -2.065, 2.467], [0.918, 1.758, 2.288], [0.726, 1.933, 3.666], [0.819, 3.197, 4.223], [1.133, 4.287, 3.416], [1.354, 4.114, 2.056], [1.245, 2.851, 1.488], [-0.977, -1.575, 0.728], [-0.753, -3.336, 0.744], [-1.828, -4.116, 1.198], [-1.681, -5.490, 1.304], [-0.492, -6.097, 0.927], [0.569, -5.333, 0.449], [0.441, -3.961, 0.362], [-2.706, -1.227, 0.494], [-3.536, -0.945, 1.581], [-4.904, -0.824, 1.389], [-5.441, -0.994, 0.119], [-4.616, -1.282, -0.963], [-3.248, -1.399, -0.782], [0.070, -0.932, 4.198], [-0.446, -2.469, 3.498], [-1.634, -1.185, 3.816], [3.528, 1.184, 2.412], [5.553, 0.113, 3.290], [5.619, -2.326, 3.645], [3.640, -3.718, 3.147], [1.598, -2.683, 2.265], [0.511, 1.095, 4.313], [0.670, 3.329, 5.284], [1.226, 5.270, 3.857], [1.631, 4.958, 1.441], [1.447, 2.735, 0.427], [-2.775, -3.669, 1.466], [-2.505, -6.089, 1.666], [-0.394, -7.172, 0.988], [1.485, -5.815, 0.139], [1.268, -3.383, -0.033], [-3.134, -0.836, 2.579], [-5.550, -0.621, 2.232], [-6.510, -0.919, -0.025], [-5.045, -1.439, -1.943], [-2.625, -1.661, -1.633], [-3.914, 4.232, -1.754], [-2.593, 3.562, -1.807], [-1.990, 3.557, -3.155], [-2.097, 2.979, -0.744], [-0.964, 1.573, -1.176], [-2.332, 3.324, 0.492], [-2.605, 4.733, 0.856], [-2.331, 2.388, 1.618], [-4.465, 3.904, -2.634], [-3.789, 5.313, -1.788], [-4.444, 3.932, -0.855], [-2.258, 4.502, -3.622], [-2.408, 2.737, -3.739], [-0.908, 3.493, -3.098], [-2.319, 5.384, 0.037], [-1.993, 4.951, 1.729], [-3.655, 4.869, 1.108], [-3.300, 2.455, 2.113], [-1.548, 2.672, 2.317], [-2.191, 1.364, 1.262], [2.627, 1.503, -7.291], [2.865, 0.120, -7.243], [2.989, -0.126, -5.801], [2.707, -1.284, -5.209], [2.338, -2.324, -5.705], [2.854, -1.340, -3.687], [3.779, -2.220, -3.116], [3.820, -2.395, -1.737], [2.899, -1.754, -0.945], [1.943, -0.948, -1.493], [1.961, -0.720, -2.853], [2.689, 1.802, -8.210], [3.797, -0.162, -7.740], [2.028, -0.477, -7.625], [3.309, 0.670, -5.268], [4.458, -2.765, -3.762], [4.555, -3.042, -1.280], [2.900, -1.847, 0.133], [1.187, -0.061, -3.243]], "forces_ev_per_a": [[-0.352, -0.009, 0.208], [0.064, 0.064, -0.125], [-0.047, -0.236, 0.572], [-0.308, 0.127, -0.334], [0.178, -0.179, 0.017], [0.019, -0.013, -0.047], [-0.041, 0.022, -0.031], [0.039, -0.073, 0.009], [-0.008, 0.085, -0.027], [-0.015, 0.055, 0.099], [0.049, 0.033, 0.313], [-0.024, 0.046, -0.042], [0.005, 0.014, -0.087], [-0.008, -0.022, 0.001], [-0.039, -0.044, 0.012], [0.001, 0.094, -0.145], [-0.053, 0.202, -0.169], [-0.017, -0.111, -0.136], [0.032, -0.005, -0.022], [-0.038, 0.011, 0.001], [0.040, -0.008, -0.014], [-0.050, 0.025, 0.025], [0.061, 0.064, -0.086], [-0.066, -0.051, 0.144], [-0.028, 0.059, 0.025], [0.053, -0.005, -0.065], [0.000, -0.001, 0.033], [0.004, 0.019, -0.008], [-0.104, -0.120, -0.110], [0.046, -0.068, -0.007], [-0.035, -0.028, 0.027], [0.044, 0.012, 0.056], [-0.032, 0.033, 0.013], [0.038, 0.025, -0.002], [-0.001, 0.005, 0.018], [-0.001, -0.036, 0.005], [-0.035, 0.009, 0.019], [0.017, -0.022, 0.029], [-0.015, 0.015, 0.056], [0.012, 0.047, 0.013], [0.017, 0.045, -0.028], [-0.017, -0.051, 0.058], [-0.034, 0.067, 0.008], [-0.015, -0.002, 0.001], [0.001, -0.017, 0.017], [0.026, -0.019, -0.023], [-0.053, -0.009, 0.027], [-0.021, 0.036, -0.037], [-0.038, 0.000, 0.035], [-0.030, -0.001, -0.014], [-0.001, 0.008, -0.032], [0.029, 0.014, 0.061], [0.059, -0.071, 0.021], [-0.061, 0.019, 0.041], [0.034, 0.010, 0.100], [0.152, 0.069, -0.239], [0.210, -0.365, -0.135], [0.024, -0.023, 0.223], [0.035, -0.108, -0.006], [0.006, -0.116, -0.100], [-0.033, 0.033, 0.022], [-0.043, 0.007, 0.000], [-0.046, 0.021, -0.043], [0.033, -0.028, -0.042], [0.016, 0.012, -0.049], [-0.010, -0.011, -0.028], [0.004, 0.049, 0.033], [-0.010, 0.041, 0.000], [-0.018, 0.028, 0.010], [-0.009, -0.028, -0.003], [0.010, -0.002, 0.051], [-0.019, 0.224, 0.096], [-0.044, -0.072, -0.361], [-0.117, -0.008, 0.272], [-0.074, 0.101, -0.114], [0.008, -0.220, 0.348], [0.013, 0.059, -0.192], [-0.120, 0.190, -0.058], [0.007, -0.017, -0.072], [-0.041, -0.014, 0.094], [0.125, 0.146, -0.086], [0.441, 0.069, -0.232], [-0.118, -0.151, 0.082], [0.025, 0.026, 0.187], [-0.093, 0.018, -0.042], [0.196, 0.051, 0.048], [0.114, -0.075, -0.038], [0.026, -0.004, -0.006], [0.017, 0.007, 0.008], [0.003, 0.000, -0.058], [0.048, 0.025, -0.043]]}

***

{"formula": "C37H44BaIN6O4S2Si", "method": "wB97M-V/def2-TZVPD", "orbital_gap_ev": 5.4, "relative_energy_ev": 3.174, "largest_force_ev_per_a": 3.34, "total_charge": -1, "lumo_energy_ev": 1.9, "homo_ev": -3.58, "multiplicity": 1, "elements": ["Ba", "C", "C", "C", "C", "N", "C", "S", "N", "H", "H", "H", "H", "H", "C", "C", "C", "N", "C", "S", "N", "C", "O", "C", "C", "C", "C", "C", "C", "H", "H", "H", "H", "H", "H", "H", "H", "H", "H", "H", "H", "H", "H", "C", "N", "N", "C", "O", "C", "C", "C", "C", "C", "C", "C", "C", "C", "H", "H", "H", "H", "H", "H", "H", "H", "H", "H", "H", "H", "I", "C", "C", "C", "C", "C", "C", "C", "O", "O", "H", "H", "H", "H", "C", "Si", "C", "C", "H", "H", "H", "H", "H", "H", "H", "H", "H"], "positions_angstrom": [[1.544, 1.012, -0.684], [-5.199, -4.453, -2.576], [-4.973, -3.003, -2.245], [-5.802, -2.002, -2.753], [-5.415, -0.700, -2.454], [-4.382, -0.407, -1.703], [-3.672, -1.438, -1.192], [-2.420, -1.121, -0.117], [-3.934, -2.733, -1.487], [-6.226, -4.739, -2.352], [-4.515, -5.065, -1.992], [-5.020, -4.627, -3.639], [-6.672, -2.225, -3.353], [-5.979, 0.151, -2.828], [-4.748, 0.070, 4.240], [-5.104, 1.225, 3.309], [-4.079, 1.415, 2.191], [-2.765, 1.666, 2.726], [-1.999, 2.708, 2.394], [-2.447, 3.922, 1.380], [-0.735, 2.729, 2.987], [-0.401, 2.510, 4.297], [0.749, 2.279, 4.615], [-1.484, 2.668, 5.310], [-2.497, 3.615, 5.165], [-3.424, 3.796, 6.174], [-3.353, 3.046, 7.336], [-2.328, 2.127, 7.501], [-1.397, 1.942, 6.496], [-5.591, -0.169, 4.885], [-3.904, 0.325, 4.879], [-4.496, -0.813, 3.658], [-5.184, 2.149, 3.887], [-6.068, 1.027, 2.840], [-4.346, 2.276, 1.573], [-4.038, 0.528, 1.548], [-2.334, 0.903, 3.230], [0.050, 2.898, 2.359], [-2.546, 4.229, 4.279], [-4.202, 4.535, 6.058], [-4.084, 3.186, 8.118], [-2.251, 1.565, 8.421], [-0.582, 1.245, 6.621], [-0.876, -4.366, -3.709], [-0.426, -3.033, -4.046], [0.760, -2.573, -3.482], [0.655, -1.205, -3.230], [1.573, -0.509, -2.820], [-0.679, -0.855, -3.613], [-1.299, -1.974, -4.064], [-2.675, -2.161, -4.575], [1.962, -3.258, -3.682], [2.111, -4.119, -4.769], [3.313, -4.766, -4.980], [4.379, -4.555, -4.121], [4.234, -3.691, -3.048], [3.033, -3.047, -2.816], [-0.009, -5.000, -3.535], [-1.453, -4.763, -4.544], [-1.496, -4.354, -2.808], [-1.088, 0.132, -3.525], [-3.150, -1.194, -4.717], [-3.262, -2.724, -3.852], [-2.668, -2.711, -5.515], [1.296, -4.264, -5.463], [3.422, -5.427, -5.829], [5.319, -5.058, -4.294], [5.068, -3.514, -2.386], [2.919, -2.370, -1.985], [10.306, -1.301, -0.708], [8.256, -0.756, -0.651], [7.307, -1.743, -0.468], [5.971, -1.383, -0.438], [5.599, -0.060, -0.617], [6.570, 0.914, -0.801], [7.910, 0.572, -0.809], [4.128, 0.315, -0.651], [3.356, -0.356, 0.055], [3.818, 1.265, -1.380], [7.601, -2.776, -0.348], [5.202, -2.125, -0.272], [6.263, 1.940, -0.936], [8.670, 1.326, -0.941], [1.277, 5.265, 1.031], [2.343, 3.712, 0.571], [3.377, 3.379, 2.171], [3.644, 4.458, -0.646], [1.899, 6.072, 1.411], [0.531, 5.053, 1.789], [0.746, 5.640, 0.161], [3.950, 4.252, 2.482], [4.083, 2.568, 1.997], [2.751, 3.084, 3.010], [4.270, 5.220, -0.182], [3.169, 4.906, -1.518], [4.291, 3.665, -1.006]], "forces_ev_per_a": [[-3.335, -0.060, -0.144], [-0.013, 0.098, 0.043], [-0.443, -0.017, -0.145], [0.088, 0.035, 0.031], [-0.470, -0.299, -0.189], [0.100, 0.390, -0.040], [0.044, 0.067, 0.085], [1.094, 0.302, 0.698], [0.050, -0.402, -0.131], [-0.073, -0.086, -0.050], [-0.011, -0.014, 0.000], [-0.042, -0.068, -0.048], [-0.039, 0.004, -0.056], [-0.053, -0.024, -0.089], [-0.163, 0.192, -0.100], [0.234, -0.054, -0.059], [-0.744, 0.062, -0.028], [0.553, -0.084, 0.032], [-0.477, -0.101, -0.135], [0.007, 0.372, -0.386], [0.424, -0.315, -0.168], [0.278, -0.067, 0.019], [-0.136, -0.027, 0.120], [-0.196, 0.090, 0.516], [0.197, -0.093, 0.025], [-0.084, 0.019, 0.068], [0.030, -0.006, 0.009], [-0.084, -0.047, 0.078], [0.121, 0.005, -0.249], [-0.010, -0.079, 0.122], [0.120, -0.015, 0.097], [0.042, -0.201, -0.023], [-0.092, 0.033, -0.035], [-0.065, 0.068, -0.020], [0.080, -0.212, 0.040], [0.098, 0.097, -0.001], [0.082, 0.112, -0.073], [-0.094, 0.180, 0.057], [-0.019, 0.054, -0.160], [-0.086, 0.078, -0.037], [-0.065, 0.030, 0.078], [0.001, -0.068, 0.026], [0.082, -0.045, -0.021], [-0.169, -0.254, 0.333], [0.195, 0.362, -0.475], [-0.337, 0.299, 0.531], [-1.028, -0.719, -0.533], [0.773, 0.410, 0.101], [-0.032, -0.114, 0.009], [0.411, 0.176, -0.166], [-0.067, -0.090, 0.168], [0.475, -0.314, -0.302], [-0.134, 0.114, 0.023], [0.094, -0.066, 0.015], [0.079, -0.053, -0.033], [0.068, -0.062, -0.054], [-0.196, 0.055, 0.014], [-0.078, 0.005, -0.088], [0.041, -0.041, 0.042], [-0.002, -0.023, 0.038], [-0.158, 0.120, -0.038], [-0.049, 0.015, 0.009], [-0.027, 0.022, -0.049], [0.011, 0.026, -0.085], [-0.089, 0.043, -0.004], [-0.010, -0.029, -0.024], [0.075, -0.017, 0.007], [0.050, 0.039, 0.077], [0.004, 0.047, 0.109], [-0.395, 0.106, 0.022], [0.645, -0.211, -0.038], [0.013, -0.167, 0.022], [-0.083, 0.097, 0.064], [-0.183, -0.012, -0.054], [-0.187, -0.010, -0.038], [0.080, 0.091, 0.010], [2.758, -0.525, 0.039], [-0.165, -1.333, 0.953], [0.467, 0.909, -0.910], [0.024, -0.027, 0.012], [-0.046, -0.050, 0.031], [-0.030, 0.090, -0.050], [0.039, 0.044, -0.004], [0.514, -0.275, 0.009], [-0.154, 1.108, 0.572], [-0.110, 0.170, -0.331], [-0.133, -0.134, 0.238], [0.201, 0.228, 0.089], [-0.217, -0.060, 0.143], [-0.145, 0.027, -0.203], [0.142, 0.221, 0.029], [0.157, -0.170, -0.004], [-0.145, -0.086, 0.095], [0.075, 0.185, 0.162], [-0.132, 0.058, -0.128], [0.178, -0.126, -0.119]]}